Record 1
{"formula": "C4H11NOS", "method": "ωB97M-V/def2-TZVPD", "homo_ha": [-0.2719, -0.2765], "multiplicity": 1, "relative_energy_kcal_mol": 128.85, "orbital_gap_ev": [7.23, 7.38], "smiles": "CC=S(=O)=CC.N", "total_charge": 0, "species": ["C", "C", "S", "O", "C", "C", "H", "H", "H", "H", "H", "H", "H", "H", "N", "H", "H", "H"], "xyz": [[0.79977, 1.24709, -1.99476], [1.54942, 0.69364, -0.85227], [0.74279, 1.00073, 0.65050], [-0.64401, 1.49478, 0.63159], [0.86108, -0.15802, 1.85802], [-0.14230, -0.24690, 2.90633], [0.52129, 0.35391, -2.51038], [-0.06939, 1.86835, -1.73162], [1.50246, 1.82258, -2.53840], [2.64161, 0.73930, -0.75710], [1.81492, -0.57721, 2.04754], [0.38019, -0.69191, 3.81703], [-0.70888, 0.64305, 2.93115], [-0.89138, -1.02007, 2.56266], [-1.86675, -1.67262, -1.95270], [-2.41064, -2.37584, -2.33847], [-1.44045, -2.08479, -1.05861], [-2.63972, -1.03608, -1.67052]], "forces_ev_per_a": [[0.12, 0.15, 0.40], [-0.39, 0.54, 2.65], [0.29, -1.22, 0.34], [0.11, 0.17, -0.60], [0.78, 0.70, -1.22], [-0.02, -2.65, 0.34], [-0.73, -0.26, -1.06], [0.27, -0.46, -0.06], [0.34, 0.67, -1.13], [-0.49, -0.08, -0.08], [0.89, -0.37, -0.34], [-1.18, 1.19, -0.72], [-0.55, 1.09, 0.99], [0.49, 0.48, 0.48], [0.72, 1.39, 2.62], [-0.82, -2.17, -1.15], [-0.98, 0.94, -1.68], [1.13, -0.12, 0.21]], "nbo_charge": [-0.672, -0.518, 1.472, -0.941, -0.524, -0.659, 0.244, 0.249, 0.212, 0.226, 0.216, 0.224, 0.249, 0.221, -1.061, 0.346, 0.359, 0.357]}


Record 2
{"formula": "C4H11NOSi", "method": "ωB97M-V/def2-TZVPD", "homo_ha": [-0.3397, -0.3398], "multiplicity": 1, "relative_energy_kcal_mol": 56.61, "orbital_gap_ev": [8.35, 8.36], "total_charge": 0, "species": ["C", "C", "C", "C", "N", "O", "Si", "H", "H", "H", "H", "H", "H", "H", "H", "H", "H", "H"], "xyz": [[0.56492, 1.15555, 0.18993], [1.99686, 1.42430, -0.18772], [1.55643, -1.87434, 0.32373], [-2.53235, 0.10114, -0.88329], [0.13640, -0.07002, 0.44448], [-0.28050, 2.04345, 0.26165], [-1.56155, -0.40079, 0.66934], [2.28855, 2.39409, 0.20896], [2.66684, 0.65420, 0.17806], [2.05864, 1.46978, -1.27366], [2.22921, -1.57411, 1.10034], [0.81333, -2.60864, 0.55584], [1.84940, -1.74854, -0.69835], [-3.43953, -0.48628, -0.99545], [-2.80952, 1.14808, -0.83392], [-1.93213, -0.03574, -1.77773], [-1.55183, -1.85506, 0.84419], [-2.05316, 0.26292, 1.87361]], "forces_ev_per_a": [[0.14, 0.47, -0.02], [-0.11, 0.10, 0.11], [-2.38, 3.09, 0.17], [0.11, -0.20, 0.61], [2.33, -3.94, 0.02], [-0.08, 0.75, -0.14], [-0.02, 0.46, -0.97], [0.01, 0.00, -0.02], [0.10, -0.05, 0.00], [0.05, -0.01, -0.08], [0.24, 0.02, 0.19], [-0.17, -0.28, 0.05], [0.16, -0.05, -0.26], [-0.15, -0.12, 0.01], [0.00, 0.18, 0.07], [0.17, -0.10, -0.09], [-0.20, -0.35, 0.10], [-0.21, 0.03, 0.27]], "nbo_charge": [0.633, -0.698, -0.262, -1.093, -0.872, -0.642, 1.335, 0.240, 0.207, 0.235, 0.199, 0.205, 0.200, 0.231, 0.253, 0.236, -0.225, -0.185]}


Record 3
{"formula": "C4H11NS", "method": "ωB97M-V/def2-TZVPD", "homo_ha": -0.3120, "multiplicity": 1, "relative_energy_kcal_mol": 19.65, "orbital_gap_ev": 9.45, "smiles": "CCNCCS", "total_charge": 0, "species": ["C", "C", "N", "C", "C", "S", "H", "H", "H", "H", "H", "H", "H", "H", "H", "H", "H"], "xyz": [[0.84895, 0.80808, 2.33370], [0.14494, 0.69883, 1.00606], [0.16794, -0.71555, 0.56323], [0.04951, -1.05450, -0.85107], [-0.97099, -0.11500, -1.53753], [-1.45839, -0.83157, -3.10637], [1.91097, 1.03637, 2.21255], [0.81718, -0.11464, 2.92321], [0.38874, 1.50797, 3.03219], [-0.92184, 0.84202, 1.21815], [0.46224, 1.42652, 0.26164], [0.89857, -1.20618, 1.03293], [0.98573, -0.80850, -1.36263], [-0.14956, -2.10359, -1.04096], [-0.57251, 0.87742, -1.70879], [-1.91076, -0.07967, -0.98882], [-0.69073, -0.16802, -3.98750]], "forces_ev_per_a": [[0.76, -0.03, 0.74], [-1.59, -1.47, 0.35], [-0.33, -0.04, -0.03], [0.61, 2.10, 0.07], [0.05, -1.12, 0.13], [-0.38, -0.25, -0.97], [-0.07, 0.17, 0.09], [-0.16, -0.23, -0.44], [0.11, 0.45, -0.39], [0.10, 0.71, -0.29], [0.32, 0.04, -0.03], [0.50, -0.35, -0.04], [0.30, -0.31, -0.29], [-0.33, -0.07, 0.31], [-0.08, 0.11, 0.22], [0.12, 0.24, 0.25], [0.07, 0.04, 0.31]], "nbo_charge": [-0.623, -0.228, -0.643, -0.216, -0.536, -0.043, 0.205, 0.212, 0.219, 0.185, 0.176, 0.360, 0.155, 0.208, 0.224, 0.223, 0.122]}


Record 4
{"formula": "C4H11NS", "method": "ωB97M-V/def2-TZVPD", "homo_ha": -0.3025, "multiplicity": 1, "relative_energy_kcal_mol": 32.76, "orbital_gap_ev": 9.17, "smiles": "C=CN.CSC", "total_charge": 0, "species": ["C", "C", "N", "H", "H", "H", "H", "H", "C", "S", "C", "H", "H", "H", "H", "H", "H"], "xyz": [[3.01927, 0.07173, -0.83164], [2.77907, -0.97881, -0.04021], [2.58810, -0.86158, 1.33766], [3.12369, 1.02824, -0.31882], [3.18272, -0.06380, -1.89212], [2.98744, -1.99311, -0.34774], [2.60880, 0.09184, 1.65038], [2.38982, -1.62541, 1.94661], [-0.95852, 1.47469, 0.02887], [-2.61336, 0.65955, -0.03981], [-2.00719, -1.00154, -0.47338], [-0.50737, 1.59305, -0.98436], [-0.98865, 2.50092, 0.38825], [-0.36019, 0.73890, 0.55027], [-2.75527, -1.51948, -1.07223], [-1.67006, -1.48477, 0.47287], [-1.13254, -0.74985, -1.02105]], "forces_ev_per_a": [[-0.14, -0.37, 0.46], [0.91, -0.14, 1.00], [0.19, 0.58, -1.32], [-0.27, 0.14, -0.63], [0.15, 0.23, 0.18], [-0.67, -0.20, -0.40], [-0.22, -0.21, 0.66], [-0.01, -0.02, 0.05], [-0.24, -0.48, -1.57], [0.04, 0.72, -0.07], [0.02, 0.70, 1.39], [-0.50, -0.39, 0.44], [-0.17, -0.35, 0.73], [0.52, 0.56, 0.58], [0.23, -0.15, 0.29], [-0.56, -0.16, -0.87], [0.73, -0.45, -0.92]], "nbo_charge": [-0.548, 0.017, -0.837, 0.186, 0.215, 0.192, 0.381, 0.397, -0.738, 0.147, -0.734, 0.211, 0.233, 0.215, 0.233, 0.214, 0.217]}


Record 5
{"formula": "C4H11NS", "method": "ωB97M-V/def2-TZVPD", "homo_ha": -0.3235, "multiplicity": 1, "relative_energy_kcal_mol": 15.56, "orbital_gap_ev": 9.89, "smiles": "CCNCCS", "total_charge": 0, "species": ["C", "C", "N", "C", "C", "S", "H", "H", "H", "H", "H", "H", "H", "H", "H", "H", "H"], "xyz": [[1.19263, -1.64568, -1.71409], [0.34129, -1.14731, -0.52697], [0.17372, 0.31121, -0.60780], [-0.95381, 0.84098, 0.14272], [-0.62410, 0.87890, 1.65001], [-1.15925, 2.34835, 2.55973], [0.81900, -2.60525, -2.05753], [1.11135, -0.92055, -2.52248], [2.24542, -1.69241, -1.44382], [0.96049, -1.32610, 0.36120], [-0.65120, -1.58750, -0.37686], [0.02083, 0.61437, -1.56226], [-1.89108, 0.27947, 0.02860], [-1.09173, 1.87584, -0.17658], [-0.96051, -0.02965, 2.14840], [0.46693, 0.81208, 1.68615], [0.00003, 2.99325, 2.41157]], "forces_ev_per_a": [[-0.80, 0.33, 0.31], [0.87, 0.92, 0.22], [-0.38, 0.19, -0.30], [0.23, 0.42, 0.94], [0.78, -0.57, -0.48], [-0.08, -0.18, 0.05], [0.26, -0.16, -0.12], [-0.05, -0.13, -0.24], [-0.05, -0.19, 0.00], [-0.52, -0.21, 0.17], [0.17, -0.54, -0.34], [0.23, -0.34, -0.14], [-0.04, 0.01, -0.36], [-0.20, -0.14, -0.10], [-0.31, 0.17, 0.15], [-0.08, 0.24, 0.25], [-0.01, 0.17, 0.00]], "nbo_charge": [-0.612, -0.224, -0.624, -0.232, -0.545, -0.038, 0.215, 0.201, 0.215, 0.186, 0.168, 0.354, 0.163, 0.206, 0.215, 0.230, 0.124]}


Record 6
{"formula": "C4H11NS", "method": "ωB97M-V/def2-TZVPD", "homo_ha": -0.3306, "multiplicity": 1, "relative_energy_kcal_mol": 38.40, "orbital_gap_ev": 9.93, "smiles": "NCCCCS", "total_charge": 0, "species": ["N", "C", "C", "C", "C", "S", "H", "H", "H", "H", "H", "H", "H", "H", "H", "H", "H"], "xyz": [[-2.09459, -0.39795, -1.52341], [-0.78488, 0.38263, -1.11975], [-0.73940, 0.48660, 0.48765], [0.20742, -0.66892, 0.82007], [1.66273, -0.39315, 0.44278], [2.51095, 0.70128, 1.72934], [-1.89361, -1.37945, -1.28312], [-3.00348, -0.03335, -1.13242], [0.15976, -0.00180, -1.72049], [-0.88031, 1.44612, -1.48683], [-0.38018, 1.55984, 0.71030], [-1.80279, 0.37989, 0.68421], [-0.22615, -1.51321, 0.24403], [0.15285, -1.05061, 1.89452], [1.94549, 0.02185, -0.54568], [2.23898, -1.34259, 0.65986], [2.92721, 1.80283, 1.13893]], "forces_ev_per_a": [[1.95, 0.57, 0.02], [-1.81, 1.15, -0.79], [1.58, 1.11, -2.81], [-0.95, -0.26, 1.40], [1.63, -0.54, 1.21], [-0.57, -0.92, 0.60], [-0.83, 0.71, -0.03], [1.85, -0.60, -0.22], [-2.15, 0.21, 1.57], [-0.22, -1.13, 0.05], [-0.36, -1.86, 0.27], [0.29, -0.12, 0.89], [0.67, 0.14, 0.13], [0.27, 0.77, -1.15], [-0.63, -0.52, 0.54], [-0.60, 0.96, -0.83], [-0.13, 0.33, -0.85]], "nbo_charge": [-0.879, -0.229, -0.428, -0.430, -0.487, -0.102, 0.353, 0.368, 0.202, 0.191, 0.212, 0.220, 0.205, 0.218, 0.231, 0.228, 0.125]}